66
Properties=species:S:1:pos:R:3:nbo_charge:R:1 method="wB97M-V/def2-TZVPD" homo_lumo_gap_ev=8.3 lumo_ev=0.179 smiles="CCCCn1c(N)c(N(CCC(C)C)C(=O)CSc2nnc(Nc3ccccc3)s2)c(=O)[nH]c1=O" e_above_lowest_ev=0.1367 charge=0
C 1.638 3.308 3.768 -0.625
C 0.554 3.892 2.872 -0.385
C 0.148 2.951 1.735 -0.424
C 1.255 2.749 0.682 -0.246
N 1.862 1.426 0.735 -0.432
C 1.167 0.317 0.315 0.471
N -0.079 0.474 -0.195 -0.796
C 1.758 -0.928 0.343 -0.155
N 1.071 -2.041 -0.207 -0.447
C 1.075 -2.167 -1.659 -0.224
C 2.481 -2.429 -2.210 -0.412
C 3.256 -1.158 -2.581 -0.214
C 4.752 -1.458 -2.633 -0.604
C 2.782 -0.598 -3.920 -0.604
C 0.614 -3.077 0.532 0.710
O 0.098 -4.061 0.048 -0.626
C 0.735 -2.906 2.042 -0.624
S -0.768 -3.549 2.829 0.349
C -1.912 -2.574 1.987 -0.121
N -1.615 -1.596 1.204 -0.348
N -2.672 -0.992 0.652 -0.376
C -3.807 -1.495 1.007 0.264
N -5.037 -1.098 0.626 -0.597
C -5.386 -0.077 -0.256 0.236
C -6.743 0.156 -0.472 -0.272
C -7.148 1.155 -1.335 -0.188
C -6.208 1.932 -1.992 -0.240
C -4.860 1.699 -1.779 -0.173
C -4.442 0.702 -0.917 -0.293
S -3.642 -2.858 2.140 0.323
C 3.079 -1.117 0.870 0.648
O 3.664 -2.173 1.011 -0.626
N 3.689 0.082 1.250 -0.636
C 3.178 1.344 1.171 0.802
O 3.821 2.324 1.474 -0.631
H 2.559 3.147 3.215 0.229
H 1.852 3.990 4.588 0.213
H 1.314 2.359 4.191 0.198
H 0.897 4.838 2.450 0.197
H -0.334 4.101 3.474 0.204
H -0.740 3.365 1.250 0.209
H -0.127 1.987 2.170 0.209
H 0.876 2.915 -0.330 0.206
H 2.069 3.455 0.858 0.261
H -0.579 1.321 0.013 0.400
H -0.652 -0.362 -0.169 0.446
H 0.418 -3.008 -1.886 0.246
H 0.652 -1.255 -2.088 0.192
H 2.406 -3.062 -3.096 0.206
H 3.037 -2.985 -1.454 0.229
H 3.088 -0.398 -1.810 0.188
H 5.100 -1.811 -1.665 0.216
H 5.315 -0.565 -2.898 0.203
H 4.959 -2.227 -3.374 0.201
H 2.981 -1.310 -4.718 0.201
H 1.713 -0.393 -3.905 0.202
H 3.302 0.329 -4.152 0.206
H 0.868 -1.870 2.343 0.244
H 1.559 -3.515 2.412 0.274
H -5.808 -1.616 1.022 0.405
H -7.479 -0.451 0.038 0.206
H -8.202 1.326 -1.496 0.217
H -6.526 2.712 -2.667 0.215
H -4.123 2.299 -2.292 0.212
H -3.395 0.513 -0.752 0.249
H 4.641 0.014 1.590 0.432